A | A cluster of 2 separate species, C5H14 in total. Source: the OMol25 dataset; level of theory: the ωB97M-V functional and the def2-TZVPD basis.

lowest unoccupied orbital energy	1.1	eV
gap between HOMO and LUMO	12.38	eV
SMILES	CCC.CC

CARTESIAN COORDINATES (ANGSTROEM)
C 0.377 2.490 1.993
C -0.376 1.183 1.668
C -1.337 1.293 0.466
H 0.237 2.778 3.027
H 1.452 2.379 1.852
H 0.071 3.327 1.369
H -0.920 0.841 2.537
H 0.377 0.437 1.417
H -2.340 1.037 0.787
H -1.105 0.504 -0.252
H -1.318 2.265 -0.024
C 0.936 -1.932 -1.288
C 0.308 -2.711 -2.432
H 1.974 -1.657 -1.468
H 0.396 -1.000 -1.099
H 0.878 -2.480 -0.350
H 0.578 -2.289 -3.401
H -0.776 -2.703 -2.378
H 0.589 -3.763 -2.422

=====

B | A cluster of 2 separate species, C5H14 in total. Source: the OMol25 dataset; level of theory: the ωB97M-V functional and the def2-TZVPD basis.

lowest unoccupied orbital energy	1.1	eV
gap between HOMO and LUMO	12.20	eV
SMILES	CCC.CC

CARTESIAN COORDINATES (ANGSTROEM)
C -0.592 2.732 -0.443
C -0.559 1.231 -0.723
C -1.902 0.605 -1.047
H -1.620 3.047 -0.245
H -0.008 2.973 0.443
H -0.253 3.328 -1.290
H 0.121 0.977 -1.541
H -0.119 0.722 0.139
H -2.262 0.072 -0.151
H -2.714 1.309 -1.222
H -1.949 -0.120 -1.857
C 1.064 -2.275 0.369
C 1.879 -1.991 1.611
H 0.789 -1.361 -0.168
H 1.548 -2.845 -0.424
H 0.118 -2.726 0.670
H 1.936 -2.827 2.309
H 1.616 -1.125 2.230
H 2.906 -1.726 1.340

=====

It comes down to A, which is 0.0040 hartree more stable than the next structure.

=====

A | A cluster of 2 separate species, C5H14 in total. Source: the OMol25 dataset; level of theory: the ωB97M-V functional and the def2-TZVPD basis.

lowest unoccupied orbital energy	1.1	eV
gap between HOMO and LUMO	12.14	eV
SMILES	CCC.CC

CARTESIAN COORDINATES (ANGSTROEM)
C 0.349 1.208 1.992
C 0.627 1.341 0.492
C -0.662 2.026 -0.085
H 1.150 0.648 2.480
H -0.458 0.496 2.182
H 0.378 2.191 2.477
H 1.477 1.978 0.241
H 0.615 0.355 0.029
H -0.475 2.410 -1.106
H -1.366 1.203 -0.179
H -1.009 2.828 0.557
C -0.284 -2.068 -0.358
C 0.126 -2.164 -1.830
H 0.639 -2.040 0.216
H -0.945 -1.204 -0.267
H -0.938 -2.918 -0.094
H 0.942 -2.815 -2.152
H 0.633 -1.238 -2.195
H -0.800 -2.237 -2.399

=====

B | A cluster of 2 separate species, C5H14 in total. Source: the OMol25 dataset; level of theory: the ωB97M-V functional and the def2-TZVPD basis.

lowest unoccupied orbital energy	1.1	eV
gap between HOMO and LUMO	12.24	eV
SMILES	CCC.CC

CARTESIAN COORDINATES (ANGSTROEM)
C -1.273 -1.254 0.681
C -0.166 -0.544 1.441
C 0.123 -1.220 2.770
H -2.333 -1.271 0.955
H -1.157 -1.110 -0.380
H -1.175 -2.330 0.791
H 0.733 -0.649 0.824
H -0.294 0.542 1.404
H 0.457 -2.222 2.498
H 0.895 -0.768 3.392
H -0.748 -1.406 3.401
C 0.206 1.436 -1.574
C 1.010 1.599 -2.870
H -0.359 2.343 -1.342
H -0.569 0.680 -1.633
H 0.885 1.304 -0.737
H 0.561 1.009 -3.667
H 1.172 2.619 -3.215
H 2.030 1.244 -2.740

=====

C | A cluster of 2 separate species, C5H14 in total. Source: the OMol25 dataset; level of theory: the ωB97M-V functional and the def2-TZVPD basis.

lowest unoccupied orbital energy	1.1	eV
gap between HOMO and LUMO	12.27	eV
SMILES	CCC.CC

CARTESIAN COORDINATES (ANGSTROEM)
C 2.364 -0.728 0.214
C 1.313 -0.504 -0.875
C 1.872 -0.614 -2.284
H 3.218 -0.136 -0.055
H 2.870 -1.689 0.090
H 1.990 -0.458 1.192
H 0.490 -1.188 -0.665
H 0.862 0.488 -0.766
H 2.598 -1.426 -2.323
H 1.105 -0.834 -3.028
H 2.413 0.275 -2.597
C -2.950 0.205 1.153
C -2.423 1.573 1.685
H -2.361 -0.613 1.561
H -3.986 0.053 1.451
H -2.862 0.259 0.087
H -1.696 1.934 0.962
H -2.058 1.507 2.706
H -3.254 2.282 1.697

=====

It comes down to C, which is 0.0082 hartree more stable than the next structure.

=====

A | A cluster of 2 separate species, C5H14 in total. Source: the OMol25 dataset; level of theory: the ωB97M-V functional and the def2-TZVPD basis.

lowest unoccupied orbital energy	1.1	eV
gap between HOMO and LUMO	11.94	eV
SMILES	CCC.CC

CARTESIAN COORDINATES (ANGSTROEM)
C -1.893 -0.130 -1.072
C -0.616 -0.805 -0.531
C -0.904 -2.298 -0.255
H -2.689 0.028 -0.346
H -1.620 0.917 -1.317
H -2.321 -0.668 -1.933
H 0.155 -0.639 -1.296
H 0.005 -0.327 0.230
H -0.887 -2.600 0.792
H -1.840 -2.741 -0.629
H -0.166 -2.874 -0.845
C 1.104 1.990 0.625
C 2.201 1.108 1.184
H 1.317 2.394 -0.382
H 0.045 1.797 0.567
H 1.221 2.912 1.247
H 2.354 0.149 0.671
H 3.167 1.625 1.184
H 2.050 0.870 2.255

=====

B | A cluster of 2 separate species, C5H14 in total. Source: the OMol25 dataset; level of theory: the ωB97M-V functional and the def2-TZVPD basis.

lowest unoccupied orbital energy	1.1	eV
gap between HOMO and LUMO	12.16	eV
SMILES	CCC.CC

CARTESIAN COORDINATES (ANGSTROEM)
C -0.357 -1.376 -2.987
C 0.420 -1.015 -1.708
C -0.313 -1.722 -0.553
H 0.074 -1.048 -3.852
H -1.379 -0.981 -3.077
H -0.208 -2.458 -3.058
H 1.329 -1.645 -1.672
H 0.594 0.047 -1.511
H -1.391 -1.370 -0.534
H -0.493 -2.806 -0.640
H -0.140 -1.496 0.438
C 1.023 1.944 2.694
C -0.496 1.988 2.062
H 0.762 1.700 3.749
H 1.528 1.258 2.102
H 1.545 2.886 2.507
H -0.651 1.132 1.329
H -0.693 2.985 1.695
H -1.154 1.977 3.016

=====

C | A cluster of 2 separate species, C5H14 in total. Source: the OMol25 dataset; level of theory: the ωB97M-V functional and the def2-TZVPD basis.

lowest unoccupied orbital energy	1.2	eV
gap between HOMO and LUMO	12.53	eV
SMILES	CCC.CC

CARTESIAN COORDINATES (ANGSTROEM)
C -1.051 0.253 0.969
C -0.504 0.282 2.379
C 0.994 0.634 2.469
H -1.111 1.213 0.446
H -0.450 -0.415 0.366
H -2.100 -0.056 0.970
H -0.684 -0.667 2.886
H -1.044 0.997 2.972
H 1.605 -0.209 2.230
H 1.163 1.019 3.479
H 1.150 1.554 1.901
C 0.069 0.033 -3.040
C 0.446 -1.259 -2.267
H 0.402 0.056 -4.053
H -0.982 0.281 -2.909
H 0.593 0.843 -2.514
H -0.200 -2.045 -2.611
H 0.204 -1.068 -1.232
H 1.500 -1.446 -2.443

=====

D | A cluster of 2 separate species, C5H14 in total. Source: the OMol25 dataset; level of theory: the ωB97M-V functional and the def2-TZVPD basis.

lowest unoccupied orbital energy	1.1	eV
gap between HOMO and LUMO	12.16	eV
SMILES	CCC.CC

CARTESIAN COORDINATES (ANGSTROEM)
C 0.257 -0.445 -2.740
C 0.579 -0.068 -1.278
C 1.710 -0.826 -0.665
H -0.324 -1.414 -2.745
H 1.033 -0.776 -3.452
H -0.390 0.288 -3.157
H 0.924 0.951 -1.291
H -0.377 -0.287 -0.746
H 1.570 -1.854 -0.625
H 2.625 -0.721 -1.212
H 1.820 -0.564 0.313
C -0.919 1.272 1.806
C -1.366 0.014 2.487
H -1.935 1.854 1.992
H -0.192 1.884 2.263
H -0.539 1.352 0.776
H -0.709 -0.883 2.334
H -2.420 -0.141 2.422
H -1.348 0.367 3.519

=====

It comes down to C, which is 0.0183 hartree more stable than the next structure.

=====

A | A cluster of 2 separate species, C5H14 in total. Source: the OMol25 dataset; level of theory: the ωB97M-V functional and the def2-TZVPD basis.

lowest unoccupied orbital energy	1.1	eV
gap between HOMO and LUMO	12.27	eV
SMILES	CCC.CC

CARTESIAN COORDINATES (ANGSTROEM)
C -1.073 1.949 1.391
C -0.752 0.693 2.149
C -0.816 -0.610 1.366
H -2.136 2.189 1.386
H -0.742 1.952 0.352
H -0.618 2.811 1.884
H 0.245 0.735 2.585
H -1.322 0.582 3.076
H -0.291 -0.502 0.414
H -0.243 -1.391 1.876
H -1.826 -0.939 1.130
C 1.872 -0.961 -1.858
C 0.695 -0.967 -2.813
H 2.086 0.079 -1.644
H 1.680 -1.522 -0.933
H 2.768 -1.428 -2.273
H 0.574 -1.893 -3.397
H 0.738 -0.172 -3.558
H -0.254 -0.943 -2.266

=====

B | A cluster of 2 separate species, C5H14 in total. Source: the OMol25 dataset; level of theory: the ωB97M-V functional and the def2-TZVPD basis.

lowest unoccupied orbital energy	1.1	eV
gap between HOMO and LUMO	11.67	eV
SMILES	CCC.CC

CARTESIAN COORDINATES (ANGSTROEM)
C -1.545 -0.310 2.742
C -0.537 0.569 1.869
C -1.293 0.367 0.557
H -2.553 -0.185 2.258
H -1.491 -1.364 2.645
H -1.382 -0.174 3.824
H 0.491 0.175 2.028
H -0.475 1.715 2.022
H -0.664 0.826 -0.226
H -2.266 0.841 0.541
H -1.492 -0.745 0.265
C 1.311 0.444 -2.696
C 1.976 -0.800 -1.897
H 1.060 1.259 -1.990
H 1.971 0.785 -3.445
H 0.440 0.199 -3.315
H 2.840 -0.721 -1.350
H 1.355 -1.282 -1.237
H 2.255 -1.598 -2.596

=====

C | A cluster of 2 separate species, C5H14 in total. Source: the OMol25 dataset; level of theory: the ωB97M-V functional and the def2-TZVPD basis.

lowest unoccupied orbital energy	1.1	eV
gap between HOMO and LUMO	12.47	eV
SMILES	CCC.CC

CARTESIAN COORDINATES (ANGSTROEM)
C 0.179 -1.164 -2.437
C 0.385 -2.042 -1.176
C -0.277 -1.354 0.006
H -0.839 -1.172 -2.809
H 0.654 -1.413 -3.402
H 0.396 -0.164 -2.056
H -0.060 -3.011 -1.365
H 1.459 -2.105 -1.016
H 0.196 -0.420 0.270
H -1.323 -1.108 -0.241
H -0.210 -1.864 0.959
C -0.438 2.008 0.976
C 0.307 1.879 2.349
H -0.798 1.072 0.571
H -1.267 2.700 1.118
H 0.221 2.456 0.248
H -0.321 1.319 3.042
H 0.408 2.872 2.789
H 1.326 1.512 2.173

=====

It comes down to A, which is 0.0095 hartree more stable than the next structure.

=====

A | The ion C3H7N2S2 with charge +1. Source: the OMol25 dataset; level of theory: the ωB97M-V functional and the def2-TZVPD basis.

lowest unoccupied orbital energy	-3.8	eV
gap between HOMO and LUMO	9.77	eV
SMILES	S[C@@H]1NC=[NH+][C@H]1S
total charge	+1

CARTESIAN COORDINATES (ANGSTROEM)
S -0.532 -2.369 -0.698
C -0.655 -0.505 -0.326
N -0.031 0.156 -1.413
C 1.056 0.830 -1.012
N 1.241 0.754 0.223
C 0.144 0.099 0.882
S -0.686 1.298 1.959
H -1.857 -2.351 -0.812
H -1.819 -0.407 -0.452
H -0.303 -0.119 -2.364
H 1.740 1.410 -1.598
H 1.795 1.337 0.869
H 0.604 -0.655 1.550
H -0.696 0.521 3.193

=====

B | The ion C3H7N2S2 with charge +1. Source: the OMol25 dataset; level of theory: the ωB97M-V functional and the def2-TZVPD basis.

lowest unoccupied orbital energy	-4.1	eV
gap between HOMO and LUMO	8.47	eV
total charge	+1

CARTESIAN COORDINATES (ANGSTROEM)
C 1.170 0.623 -0.003
C -0.711 1.439 0.230
C -0.579 -1.017 0.005
N 0.782 -0.675 -0.123
N -1.308 0.190 -0.394
S 2.489 1.557 -0.059
S 2.034 -1.920 -0.300
H -0.706 1.241 1.335
H -0.990 2.455 -0.131
H -0.718 -1.930 -0.675
H -0.799 -1.355 1.053
H -2.335 0.297 -0.006
H -1.331 0.320 -1.510
H 3.004 -1.226 0.578

=====

It comes down to A, which is 0.1116 hartree more stable than the next structure.